(1)
98
Properties=species:S:1:pos:R:3:mulliken_charge:R:1 method="wB97M-V/def2-TZVPD" e_lumo_ev=3.7174 total_charge=-2 e_homo_ev=-2.60
In -1.23520 -0.22303 0.67034 1.16
C -5.57965 -1.31544 -3.45955 -0.66
O -4.64527 -1.88168 -4.36449 -0.54
C -3.36979 -2.02000 -3.90664 0.71
C -2.42798 -2.38819 -4.88012 -1.11
C -1.11486 -2.48958 -4.50339 -1.06
C -0.66141 -2.24767 -3.19434 1.33
C 0.79898 -2.23760 -2.98111 1.17
C 1.67998 -3.02891 -3.95259 -2.15
O 1.36639 -1.61906 -2.10191 -0.42
C -1.63253 -1.96040 -2.17528 -0.51
O -1.36340 -1.90553 -0.90827 -0.48
C -2.99205 -1.83372 -2.59597 -0.38
H -6.50659 -1.19231 -4.01562 0.29
H -5.23997 -0.34732 -3.09609 0.19
H -5.75578 -1.96625 -2.59987 0.31
H -2.75403 -2.55163 -5.89954 0.40
H -0.38479 -2.71815 -5.26939 0.33
H 1.22428 -3.97267 -4.25713 0.41
H 2.62602 -3.22549 -3.45009 0.37
H 1.87981 -2.42813 -4.84430 0.52
H -3.70067 -1.55426 -1.82725 0.21
O -0.51673 -2.23968 4.08460 -0.75
C -0.52985 -2.34124 2.86065 0.28
O -1.46281 -1.92960 2.05825 -0.59
C 0.61001 -3.10095 2.17527 -0.98
P 1.23910 -2.13572 0.72850 2.26
C 1.97025 -3.56607 -0.17985 0.57
C 1.06671 -4.25836 -0.99696 -1.11
C 1.46215 -5.38536 -1.70182 -0.63
C 2.77200 -5.84426 -1.60510 -0.61
C 3.67209 -5.17028 -0.79206 -0.62
C 3.27504 -4.03996 -0.08309 -0.62
C 2.70408 -1.30789 1.45817 -0.04
C 3.76605 -0.90262 0.64297 -0.13
C 4.81151 -0.15256 1.16235 -0.75
C 4.79596 0.23819 2.49722 -0.57
C 3.72384 -0.12231 3.30401 -0.78
C 2.68668 -0.89327 2.79209 -0.83
H 0.15132 -3.99262 1.74604 0.61
H 1.38757 -3.39020 2.87862 0.50
H 0.04851 -3.88029 -1.07953 0.39
H 0.74871 -5.90258 -2.33272 0.45
H 3.08741 -6.72132 -2.15824 0.35
H 4.69211 -5.52669 -0.70260 0.40
H 3.99146 -3.52949 0.54867 0.34
H 3.74370 -1.15159 -0.41418 0.41
H 5.63200 0.14495 0.51944 0.38
H 5.61000 0.82882 2.90237 0.35
H 3.69350 0.19488 4.34017 0.45
H 1.84855 -1.15523 3.43340 0.21
C -0.35588 2.13616 -4.60683 -0.77
C -1.42435 1.53827 -3.90263 -0.69
C -1.26959 1.18794 -2.59092 -0.42
C -0.05803 1.42818 -1.88928 1.00
C 0.11330 1.06682 -0.51144 0.41
C 1.26673 1.46368 0.11933 -0.24
C 2.29506 2.15677 -0.56601 -1.04
C 2.17649 2.43212 -1.89471 -1.39
C 0.99108 2.08335 -2.59116 1.35
C 0.82174 2.39840 -3.96387 -1.06
H -0.47652 2.39506 -5.65333 0.36
H -2.36650 1.35416 -4.40633 0.45
H -2.09187 0.73706 -2.05121 0.36
H 1.39508 1.25595 1.17609 0.91
H 3.18806 2.45501 -0.02378 0.49
H 2.97124 2.94048 -2.43356 0.26
H 1.64730 2.86530 -4.49422 0.35
C -2.94148 0.05915 3.85234 -1.45
C -2.12452 1.25792 3.37931 0.81
C -1.27902 1.78082 4.54183 -1.20
O -1.26285 1.01272 2.29974 -0.10
H -3.65995 0.38230 4.61402 0.45
H -2.28458 -0.70712 4.26356 0.27
H -3.49248 -0.38707 3.02675 0.20
H -2.82816 2.05686 3.09420 -0.02
H -0.56079 1.00614 4.83031 0.21
H -1.90755 2.02735 5.40679 0.42
H -0.73060 2.67473 4.23500 0.04
S -0.16874 3.98555 1.68834 -0.21
C 0.77164 4.92691 2.64362 0.17
N 0.35417 6.18603 3.06631 -0.04
C 1.08901 7.04562 3.82105 -0.25
C 2.32262 6.70580 4.25157 -0.63
C 2.81180 5.40493 3.90800 -0.24
C 2.07753 4.56038 3.14873 -0.62
H -0.57213 6.43342 2.75273 0.22
H 0.62785 7.99713 4.04770 0.36
H 2.90766 7.39068 4.84738 0.36
H 3.78611 5.09846 4.27084 0.39
H 2.42832 3.57027 2.88857 0.45
F -5.28229 0.71576 1.82002 -0.44
Te -4.85510 1.36373 0.13645 2.26
F -4.93938 2.19372 -1.52542 -0.45
F -4.26994 2.94749 0.89534 -0.44
F -6.54112 2.19489 0.32386 -0.39
F -5.90349 -0.01477 -0.56124 -0.45
O -3.28837 0.57574 -0.15783 -1.05

***

(2)
103
Properties=species:S:1:pos:R:3:mulliken_charge:R:1 method="wB97M-V/def2-TZVPD" multiplicity=2 e_lumo_ev="-2.7649 / -3.3808" total_charge=+1 e_homo_ev="-8.90 / -10.47"
Ti 0.25896 -0.38232 -0.62241 -1.47
C -1.72559 4.21521 -2.62298 -1.44
C -2.26039 3.56092 -1.50135 -0.37
N -1.31774 3.24011 -0.63387 -0.66
N -0.16055 3.70024 -1.15886 0.94
C -0.37927 4.27894 -2.36515 -0.39
B 1.10460 3.64140 -0.31016 0.98
N 0.52528 3.72443 1.18968 -0.01
C -0.21287 4.76346 1.59334 0.10
C -0.89828 4.43073 2.75169 -1.52
C -0.52004 3.13240 3.03231 0.07
N 0.32365 2.73295 2.07226 0.32
N 1.92411 2.31778 -0.61226 0.02
C 3.26515 2.18474 -0.56045 -0.21
C 3.64262 1.05653 -1.26718 -1.78
C 2.45318 0.51993 -1.73344 -0.03
N 1.40515 1.25647 -1.30708 0.07
N 1.94234 4.88608 -0.52901 0.45
C 1.49781 6.11846 -0.90805 -0.24
C 2.54468 6.99515 -0.81406 -1.13
C 3.61380 6.20825 -0.34750 -0.25
N 3.24365 4.95589 -0.17044 -1.24
H -2.24159 4.59375 -3.48839 0.50
H -3.29203 3.31356 -1.30462 0.52
H 0.42417 4.69179 -2.95238 0.75
H -0.21191 5.68628 1.04017 0.57
H -1.56784 5.05013 3.32025 0.48
H -0.78654 2.48349 3.84955 0.57
H 3.85217 2.94405 -0.07637 0.71
H 4.63614 0.67396 -1.42125 0.52
H 2.29502 -0.31083 -2.40151 0.63
H 0.47654 6.28684 -1.20519 0.57
H 2.55089 8.04423 -1.05183 0.45
H 4.62673 6.51204 -0.13917 0.46
N 0.56507 -0.07254 4.19945 -0.25
C 0.31858 0.15531 2.88091 -0.52
S 1.44073 1.38593 2.13603 -0.22
N -0.66666 -0.38809 2.29542 -0.91
N -0.96617 -0.21670 0.97584 2.43
C -2.29151 -0.25083 0.69953 -0.21
C -3.34512 -0.28306 1.73055 -0.13
C -4.37383 0.66345 1.68328 -0.40
C -5.35251 0.69444 2.66253 -0.92
C -5.32683 -0.21971 3.70496 -0.59
C -4.30884 -1.16108 3.76466 -1.07
C -3.32322 -1.19004 2.79287 0.36
C -2.58458 -0.06661 -0.67776 0.05
C -3.86753 -0.15894 -1.24814 -0.70
C -4.03521 0.13944 -2.57627 -1.11
C -2.91951 0.52503 -3.33309 -1.54
C -1.68445 0.51735 -2.73741 -0.21
N -1.49618 0.20955 -1.44484 1.88
H 1.48910 0.14584 4.53864 0.29
H 0.13218 -0.89727 4.59020 0.27
H -4.37962 1.40884 0.89784 0.54
H -6.13390 1.44161 2.61541 0.45
H -6.08700 -0.19148 4.47421 0.41
H -4.27840 -1.87668 4.57630 0.46
H -2.53815 -1.92562 2.84325 0.41
H -4.69574 -0.47063 -0.62899 0.74
H -5.01119 0.07413 -3.03749 0.52
H -3.02527 0.81182 -4.36933 0.55
H -0.79213 0.76848 -3.29895 0.61
C -1.98566 -2.78771 -3.31450 -1.08
Si -0.10610 -2.55442 -3.22301 1.36
C 0.55924 -1.82401 -4.83253 -1.40
C 0.64606 -4.27486 -3.01743 -1.17
O 0.27199 -1.55103 -1.98514 -0.95
H -2.23091 -3.79247 -3.66227 0.57
H -2.45111 -2.08703 -4.00662 0.35
H -2.45763 -2.65048 -2.33782 0.12
H 0.36575 -2.53112 -5.64224 0.46
H 1.63910 -1.66211 -4.79673 0.31
H 0.08737 -0.87755 -5.10364 0.34
H 0.16914 -4.95853 -3.72317 0.57
H 0.50774 -4.68168 -2.01339 0.24
H 1.71457 -4.28042 -3.23104 0.20
O 1.43589 -1.24632 0.35106 1.11
C 1.70913 -2.46592 1.05065 2.90
C 0.40579 -3.15935 1.47224 -0.64
C -0.64058 -3.39168 0.62836 -0.10
C -1.69619 -4.13099 1.22282 -1.23
C -1.43351 -4.46827 2.50899 -0.65
S 0.09225 -3.87130 3.01427 -0.19
C 2.44413 -3.42764 0.11628 0.45
C 2.92173 -3.19471 -1.13286 -1.16
C 3.61631 -4.31298 -1.67207 -0.61
C 3.65814 -5.36546 -0.81977 -0.77
S 2.84713 -5.02109 0.65380 -0.09
C 2.70627 -2.22327 2.18016 -0.40
C 2.99530 -2.91610 3.31282 -0.79
C 4.10153 -2.37645 4.03383 -1.02
C 4.65463 -1.30549 3.41763 -0.66
S 3.85734 -0.95123 1.93240 0.08
H -0.63824 -3.08522 -0.40347 0.55
H -2.60492 -4.40145 0.70444 0.47
H -2.03789 -5.03674 3.19723 0.52
H 2.77970 -2.25816 -1.65011 0.65
H 4.06055 -4.32672 -2.65704 0.49
H 4.11757 -6.32995 -0.96050 0.50
H 2.46099 -3.79063 3.64654 0.63
H 4.45516 -2.78798 4.96798 0.47
H 5.50818 -0.72045 3.71997 0.51

***

(3)
99
Properties=species:S:1:pos:R:3:mulliken_charge:R:1 method="wB97M-V/def2-TZVPD" e_lumo_ev=1.7781 total_charge=-1 e_homo_ev=-3.46
Tl 0.34069 -1.15542 -1.65253 0.67
C 0.32114 2.39697 -3.64145 -1.02
C 1.66035 1.66627 -3.84350 -0.96
N 1.51803 0.22175 -3.86336 0.22
C 1.09131 -0.40267 -5.10871 -0.34
C -0.37347 -0.20252 -5.50480 -0.78
S -1.65237 -0.62739 -4.26585 -0.03
C -2.44823 0.98282 -3.98922 -1.02
C -1.92542 1.79742 -2.79174 0.15
N -0.49180 1.72671 -2.65214 0.69
H -0.22655 2.41456 -4.58418 0.40
H 0.52858 3.44740 -3.38600 0.42
H 2.31926 1.91797 -3.00774 0.30
H 2.13011 2.04957 -4.76402 0.35
H 2.38875 -0.21236 -3.58135 0.25
H 1.24242 -1.47306 -4.98319 -0.29
H 1.69896 -0.06105 -5.96390 0.37
H -0.55411 -0.86112 -6.35484 0.61
H -0.58026 0.81739 -5.82730 0.36
H -3.50520 0.76714 -3.82487 0.52
H -2.37565 1.54656 -4.92091 0.46
H -2.35670 1.37945 -1.87984 -0.46
H -2.30744 2.82773 -2.89891 0.31
H -0.19168 1.93360 -1.70966 -0.32
Br 4.03267 -6.04073 -5.89521 -0.22
C 3.49877 -5.00452 -4.39980 -0.01
C 4.29503 -4.91943 -3.27730 0.33
Br 5.91005 -5.90530 -3.15603 -0.23
C 3.88293 -4.10372 -2.20614 -0.18
Br 4.96545 -3.89038 -0.65540 -0.21
C 2.69082 -3.37212 -2.20700 -0.13
O 2.34312 -2.58003 -1.25303 -0.58
C 1.81441 -3.51919 -3.36232 0.30
O 0.68521 -2.89453 -3.38226 -0.62
C 2.28230 -4.29419 -4.42821 0.05
Br 1.15026 -4.34455 -5.95950 -0.22
N -2.00967 -3.27044 -0.88179 -0.15
C -2.59253 -3.40670 0.35521 0.78
C -2.77087 -4.68698 0.90518 -0.68
C -3.39609 -4.85219 2.12146 -0.57
C -3.87554 -3.75304 2.83307 -0.90
C -3.64590 -2.48776 2.32760 -0.12
C -2.98656 -2.28747 1.11280 -0.17
P -2.48851 -0.60452 0.57714 1.07
C -1.80103 0.05174 2.14493 0.40
C -0.51339 -0.39601 2.44479 -0.88
C 0.15901 0.07541 3.55961 -0.38
C -0.44481 1.00615 4.39616 -0.37
C -1.73299 1.44277 4.11840 -0.84
C -2.40952 0.96589 3.00093 -0.11
C -4.11186 0.23475 0.39232 0.53
C -5.25094 -0.47786 0.01906 -0.94
C -6.41494 0.18196 -0.35567 -0.62
C -6.45942 1.56748 -0.37958 -0.63
C -5.33309 2.29212 -0.01076 -0.70
C -4.17237 1.63244 0.36221 -0.41
H -1.74393 -4.09160 -1.39807 0.16
H -2.24212 -2.47682 -1.45358 0.01
H -2.41139 -5.54828 0.35440 0.39
H -3.51621 -5.85094 2.52362 0.37
H -4.39734 -3.88534 3.77149 0.41
H -3.96601 -1.61897 2.89304 0.35
H -0.02873 -1.10622 1.78471 0.24
H 1.16579 -0.26674 3.76423 0.38
H 0.08640 1.38583 5.26061 0.35
H -2.21509 2.16159 4.76994 0.41
H -3.41722 1.31011 2.80444 0.48
H -5.22458 -1.56083 0.01741 0.38
H -7.29075 -0.39286 -0.63044 0.41
H -7.35699 2.08005 -0.70164 0.38
H -5.35398 3.37489 -0.02690 0.40
H -3.29138 2.21178 0.61662 0.34
C 1.11523 2.93622 0.97231 -0.74
C 2.08082 1.80508 0.87207 0.28
N 1.77461 0.59604 0.48704 0.41
C 2.94264 -0.14698 0.55076 -0.51
C 3.95786 0.64036 0.98680 -1.12
N 3.40760 1.89817 1.19381 0.44
C 4.10481 3.03802 1.71785 -1.02
N 3.61068 3.43285 3.02341 0.80
N 3.16804 4.69097 3.22505 -0.67
N 2.73252 4.80903 4.42204 -0.58
C 2.87211 3.58689 5.05092 0.38
C 2.53577 3.18716 6.34913 -0.77
C 2.79523 1.88202 6.68931 -0.55
C 3.38061 0.98097 5.76841 -0.51
C 3.70810 1.35649 4.48794 -0.78
C 3.43536 2.68946 4.15118 1.13
H 0.11469 2.53137 0.82621 -0.28
H 1.30563 3.70163 0.21459 0.30
H 1.14800 3.42313 1.94781 0.31
H 2.96670 -1.18934 0.25468 0.68
H 5.00560 0.44510 1.14378 0.49
H 3.99459 3.91699 1.08454 0.34
H 5.15984 2.77462 1.78224 0.36
H 2.08656 3.88329 7.04446 0.43
H 2.54319 1.52718 7.67995 0.38
H 3.57287 -0.03684 6.08235 0.38
H 4.13318 0.65771 3.78060 0.45

***

So what do the calculations give for energy relative to the best compared isomer or geometry (same formula, charge and spin)? Going down the list: 55.39 42.32 3.67 kcal/mol.
So what do the calculations give for molecular weight? Going down the list: 1059.22 948.89 1264.87 g/mol.
So what do the calculations give for DFT total energy? Going down the list: -3864.9761 -5151.1062 -13383.6663 a.u..